1.
44
Properties=species:S:1:pos:R:3:lowdin_charge:R:1 method="wB97M-V/def2-TZVPD" max_force_ev_per_a=4.26 charge=+2 orbital_gap_ev="6.213 / 4.906" spin_multiplicity=4
C 1.58 2.45 -1.98 0.031
H 3.92 2.88 0.47 0.130
C -1.33 0.23 1.17 -0.297
H -2.23 -0.22 0.76 0.070
H -2.33 -1.71 -1.41 0.099
C 1.02 1.24 -1.49 -0.179
N 1.45 0.70 -0.31 -0.019
H -3.42 -0.24 5.31 0.137
H 2.73 0.88 1.32 0.071
H 1.99 -2.81 -0.39 0.052
C 2.10 -2.15 0.49 -0.360
C -2.71 0.33 4.72 0.008
C -0.73 1.16 -3.30 0.037
H -2.12 -2.44 1.20 0.046
H -0.25 2.02 -3.74 0.111
H -1.36 -2.98 -0.29 0.022
H 1.14 2.91 -2.87 0.120
H 3.13 3.94 -1.70 0.134
H -2.88 -0.99 3.00 0.127
H 3.03 -1.59 0.43 0.021
C -1.91 0.62 -3.81 0.007
C -1.24 2.21 4.44 -0.047
C -2.44 -0.08 3.42 -0.020
Cl 0.08 2.80 2.18 0.816
H 2.17 -2.86 1.32 -0.023
Re 0.27 -1.11 0.63 1.154
C 2.46 1.31 0.35 -0.156
H -2.30 1.78 6.25 0.142
N -0.66 -0.49 -1.54 0.015
H -2.36 1.03 -4.70 0.135
C -1.83 -0.95 -2.00 -0.103
I 1.10 -0.99 3.03 0.716
C -0.13 0.60 -2.14 -0.189
H -3.38 -0.96 -3.47 0.133
H -0.57 -3.37 1.22 0.054
C -1.00 1.83 3.13 -0.597
H -0.75 3.10 4.82 0.127
C -2.13 1.48 5.23 0.038
H -1.11 1.12 0.56 0.043
C 3.10 2.46 -0.12 -0.011
C 2.65 3.04 -1.31 0.003
C -2.47 -0.47 -3.14 -0.002
C -1.14 -2.57 0.69 -0.272
C -1.62 0.69 2.59 -0.325


2.
17
Properties=species:S:1:pos:R:3:lowdin_charge:R:1 method="wB97M-V/def2-TZVPD" max_force_ev_per_a=4.16 charge=+1 orbital_gap_ev=9.644
H 1.01 -0.64 0.01 0.057
N -1.74 1.23 0.08 0.036
C 1.94 1.24 -0.31 0.085
H 0.70 -2.42 -0.41 0.164
H 2.87 1.57 0.11 0.079
H -2.41 1.80 -0.45 0.110
H 0.62 0.58 1.26 0.095
H 2.01 1.46 -1.34 0.065
C 0.85 0.72 0.24 -0.151
H -1.97 1.27 1.07 0.108
H 0.81 -2.05 1.23 0.219
H -1.39 -1.64 -0.67 0.103
N 0.51 -1.64 0.25 0.097
C -0.78 0.39 -0.52 -0.217
H -1.44 -1.13 0.97 0.089
H -0.68 0.41 -1.62 0.152
C -0.90 -1.13 0.10 -0.090


3.
19
Properties=species:S:1:pos:R:3:lowdin_charge:R:1 method="wB97M-V/def2-TZVPD" max_force_ev_per_a=5.16 charge=+1 orbital_gap_ev=9.154
H 1.36 -1.93 0.67 0.216
O 2.53 0.27 -0.20 -0.436
N 0.60 -0.21 1.61 0.021
H -0.40 -2.34 -0.73 0.156
C -0.60 -1.46 -0.04 -0.136
H -1.56 -0.28 -1.43 0.115
H 0.10 1.79 1.70 0.143
H -1.61 -1.61 0.49 0.149
H -1.14 1.78 -0.26 0.151
Cl 3.86 2.71 -0.55 0.273
C 0.07 0.89 1.17 -0.187
C -0.69 -0.12 -0.86 -0.166
H 1.20 -0.07 2.40 0.187
H 0.13 -0.22 -1.63 0.135
O 1.10 1.99 -1.43 -0.315
N 0.43 -1.39 1.00 -0.035
H 1.39 2.54 -2.13 0.057
N -0.59 1.00 -0.01 0.029
S 2.09 1.62 -0.10 0.643